No. 1
An isolated ion of composition C5H8N and charge +1. Source: the OMol25 dataset; level of theory: ωB97M-V/def2-TZVPD.

The geometry in ORCA input format:
```
! RIJCOSX wB97M-V def2-TZVPD def2/J DEFGRID3
* xyz 1 1
C 0.08045 1.53244 2.37563
C 0.87964 0.56371 1.99045
C 0.82454 -0.28270 0.59987
C -0.01567 -0.30877 -0.60755
N -0.63678 -0.53703 -1.59714
C -1.42785 -0.65145 -2.66796
H -0.81298 2.05142 1.95050
H 0.25881 1.93853 3.35404
H 1.80514 0.42164 2.48586
H 1.91418 -0.20147 0.36757
H 0.72526 -1.43211 1.00158
H -1.36501 -1.69990 -3.23517
H -1.26270 0.05865 -3.52912
H -2.55077 -0.67170 -2.39713
*
```

Values from the calculation:
SMILES: C=CCC#[N+]C
Energy relative to the best compared isomer or geometry (same formula, charge and spin), kcal per mole: 82.6
LUMO level, eV: -4.4
HOMO-LUMO gap, Ha: 0.3618
HOMO, eV: -14.255

---

No. 2
An isolated ion of composition C5H8N and charge +1. Source: the OMol25 dataset; level of theory: ωB97M-V/def2-TZVPD.

The geometry in ORCA input format:
```
! RIJCOSX wB97M-V def2-TZVPD def2/J DEFGRID3
* xyz 1 1
C 1.86975 0.65383 0.33651
C 1.94426 -0.71742 0.13316
C 0.61029 -1.33575 0.02190
C 0.71676 1.06850 -0.30069
C -0.30316 -0.09272 -0.36503
N -1.67667 0.23952 0.30785
H 2.68282 1.26875 0.67052
H 0.50670 -1.91333 -0.82748
H 0.15020 -1.85485 0.84990
H 0.39601 1.98487 -0.76588
H -0.77443 -0.05137 -1.36572
H -2.21398 0.87263 -0.31705
H -1.72015 0.61023 1.33289
H -2.18840 -0.73290 0.28911
*
```

Values from the calculation:
Energy relative to the best compared isomer or geometry (same formula, charge and spin), kcal per mole: 117.1
LUMO level (alpha / beta), eV: -4.8 / -4.9
HOMO-LUMO gap (alpha / beta), Ha: 0.2759 / 0.2862
HOMO (alpha / beta), eV: -12.306 / -12.735

---

No. 3
An isolated ion of composition C5H8N and charge +1. Source: the OMol25 dataset; level of theory: ωB97M-V/def2-TZVPD.

The geometry in ORCA input format:
```
! RIJCOSX wB97M-V def2-TZVPD def2/J DEFGRID3
* xyz 1 1
C -2.63902 0.26752 -0.33033
C -1.55145 -0.35354 0.50169
N -0.33824 -0.17036 0.18018
C 0.89261 -0.00475 0.02808
C 2.18971 -0.47425 -0.56158
C 2.12569 0.41893 0.59009
H -3.36701 1.03641 0.06128
H -2.04674 0.53913 -1.25858
H -3.41146 -0.49929 -0.58523
H -1.74182 -0.81619 1.42834
H 2.54372 -1.52270 -0.48278
H 2.43239 0.05218 -1.52847
H 2.33272 1.39827 0.42082
H 2.57888 0.12866 1.53648
*
```

Values from the calculation:
SMILES: CC=[N+]=C1CC1
Energy relative to the best compared isomer or geometry (same formula, charge and spin), kcal per mole: 78.6
LUMO level, eV: -5.1
HOMO-LUMO gap, Ha: 0.3767
HOMO, eV: -15.317

---

No. 4
A 2-piece molecular cluster, C5H8N overall. Source: the OMol25 dataset; level of theory: ωB97M-V/def2-TZVPD.

The geometry in ORCA input format:
```
! RIJCOSX wB97M-V def2-TZVPD def2/J DEFGRID3
* xyz 1 1
C 2.80229 1.08124 -1.01705
C 1.67856 0.70746 -0.75016
C -2.18050 1.10067 -0.06324
C -1.38888 0.23484 0.60345
C -0.45955 -0.53876 -0.13968
N 0.45684 -1.42748 0.65586
H 3.79056 1.36700 -1.32197
H -2.76315 1.93136 0.25227
H -2.27477 0.87527 -1.06644
H -1.29645 0.50244 1.65875
H -0.42811 -0.80416 -1.17509
H 0.56715 -2.20725 -0.00166
H 0.11051 -1.67229 1.53923
H 1.38549 -1.15033 0.82574
*
```

Values from the calculation:
Energy relative to the best compared isomer or geometry (same formula, charge and spin), kcal per mole: 177.1
LUMO level (alpha / beta), eV: -6.5 / -6.0
HOMO-LUMO gap (alpha / beta), Ha: 0.2563 / 0.2890
HOMO (alpha / beta), eV: -13.435 / -13.849

---

No. 5
An isolated ion of composition C5H8N and charge +1. Source: the OMol25 dataset; level of theory: ωB97M-V/def2-TZVPD.

The geometry in ORCA input format:
```
! RIJCOSX wB97M-V def2-TZVPD def2/J DEFGRID3
* xyz 1 1
C 0.95745 1.78770 0.72163
C -0.53459 -0.82381 0.10540
C 0.91985 -0.60189 0.31656
C -1.44797 -0.54695 -0.99834
C 1.33669 0.86141 -0.16119
N -2.66028 -0.88565 -1.00983
H 0.48788 1.45840 1.70690
H 1.33869 2.72516 0.63163
H 1.53136 -1.22658 -0.32835
H -0.91102 -1.39936 1.02936
H -3.18010 -1.51477 -0.41947
H 1.39669 -0.81176 1.31108
H -1.08912 0.04293 -1.84616
H 1.85447 0.93518 -1.05923
*
```

Values from the calculation:
Energy relative to the best compared isomer or geometry (same formula, charge and spin), kcal per mole: 118.2
LUMO level, eV: -7.8
HOMO-LUMO gap, Ha: 0.2610
HOMO, eV: -14.880

---

No. 6
An isolated ion of composition C5H8N and charge +1. Source: the OMol25 dataset; level of theory: ωB97M-V/def2-TZVPD.

The geometry in ORCA input format:
```
! RIJCOSX wB97M-V def2-TZVPD def2/J DEFGRID3
* xyz 1 3
C 0.19576 -1.02816 -0.12749
C 0.00014 -2.28041 -0.30012
C -0.40983 1.06547 0.94760
C 0.69877 -0.06250 0.81596
C 0.40843 0.19420 -0.95158
N -0.50460 1.26675 -0.55338
H -0.30130 -2.55314 -1.39212
H 0.02278 -3.01912 0.53028
H -1.36324 0.81269 1.47900
H -0.06452 2.06259 1.39598
H 1.48970 -0.19969 1.51564
H 1.22689 0.49288 -1.57765
H -1.36165 1.16426 -0.90847
H -0.03734 2.08419 -0.87365
*
```

Values from the calculation:
Energy relative to the best compared isomer or geometry (same formula, charge and spin), kcal per mole: 99.6
LUMO level (alpha / beta), eV: -3.6 / -6.9
HOMO-LUMO gap (alpha / beta), Ha: 0.2479 / 0.3135
HOMO (alpha / beta), eV: -10.359 / -15.470

---

No. 7
An isolated ion of composition C5H8N and charge +1. Source: the OMol25 dataset; level of theory: ωB97M-V/def2-TZVPD.

The geometry in ORCA input format:
```
! RIJCOSX wB97M-V def2-TZVPD def2/J DEFGRID3
* xyz 1 3
C -2.58758 -0.12760 -0.01748
C -3.81167 0.38954 -0.06310
C 0.90201 -0.09021 0.53879
C -0.17834 -0.92097 -0.02687
C -1.41040 -0.54825 -0.00800
N 2.14658 0.27288 -0.39760
H -4.66693 0.09282 -0.64700
H -3.93720 1.31496 0.43208
H 0.43209 0.81939 0.92278
H 1.44819 -0.65856 1.35918
H 0.07991 -1.81495 -0.52544
H 2.72776 -0.57804 -0.23293
H 2.01811 0.48818 -1.36906
H 2.43937 1.01893 0.14430
*
```

Values from the calculation:
Energy relative to the best compared isomer or geometry (same formula, charge and spin), kcal per mole: 62.7
LUMO level (alpha / beta), eV: -3.7 / -6.3
HOMO-LUMO gap (alpha / beta), Ha: 0.2366 / 0.2626
HOMO (alpha / beta), eV: -10.099 / -13.483

---

No. 8
An isolated ion of composition C5H8N and charge +1. Source: the OMol25 dataset; level of theory: ωB97M-V/def2-TZVPD.

The geometry in ORCA input format:
```
! RIJCOSX wB97M-V def2-TZVPD def2/J DEFGRID3
* xyz 1 3
C -1.40866 0.58291 0.32970
C -2.40092 0.04722 -0.30972
C 0.21849 -1.32772 0.07322
C 1.22074 -0.30715 0.58414
C 2.03552 0.52705 -0.34679
N -0.30951 -0.23151 0.37186
H -1.38072 1.61651 0.68201
H -2.35971 -0.82542 -0.90929
H -3.37662 0.44119 -0.29239
H -0.05432 -2.25822 -0.30694
H 1.40662 -0.57126 1.56773
H 1.57850 0.45659 -1.28942
H 3.03507 0.35251 -0.20331
H 1.79552 1.49731 0.04918
*
```

Values from the calculation:
Energy relative to the best compared isomer or geometry (same formula, charge and spin), kcal per mole: 84.3
LUMO level (alpha / beta), eV: -3.3 / -8.3
HOMO-LUMO gap (alpha / beta), Ha: 0.3151 / 0.2857
HOMO (alpha / beta), eV: -11.916 / -16.117